1.
Below is a molecular structure, C29H54P2SiW in a non-equilibrium geometry, with properties calculated with ωB97M-V/def2-TZVPD.

Computed properties:
Frontier orbital gap (spin up / spin down) in eV: 5.3 / 3.5
Lowest unoccupied orbital energy (spin up / spin down) in eV: -7.482 / -9.147
E in hartree: -2175.8451
Spin multiplicity: 3
Charge: +2
Max |F| in hartree/bohr: 0.153

```
87
Properties=species:S:1:pos:R:3:forces:R:3
W -0.373 -0.234 -1.317 -1.8 0.8 7.6
C -1.902 1.657 -0.380 -1.0 -0.2 -1.0
C -2.287 0.755 -1.474 -1.3 -1.6 0.3
C -2.323 -0.367 0.589 -0.1 -1.9 -2.3
C -2.125 1.003 0.839 1.7 0.1 -0.3
C -2.494 -0.575 -0.832 -1.6 1.0 0.5
C -1.750 3.135 -0.515 0.4 0.7 0.1
H -1.368 3.502 -1.474 -0.2 -0.4 0.0
H -1.078 3.554 0.245 -0.2 -0.2 -0.1
H -2.716 3.644 -0.373 0.1 -0.3 0.0
C -1.982 1.571 2.189 -0.2 0.3 0.1
H -1.911 2.652 2.181 -0.2 0.1 0.0
H -1.085 1.214 2.691 0.1 -0.2 -0.1
H -2.811 1.253 2.814 -0.2 0.1 0.1
C -2.367 -1.451 1.595 0.0 -0.1 0.6
H -3.196 -1.312 2.298 0.1 0.0 -0.1
H -1.451 -1.462 2.186 0.0 0.2 0.1
H -2.444 -2.445 1.155 -0.3 0.1 -0.1
C -3.067 -1.806 -1.477 -0.5 -0.1 0.2
H -4.030 -1.536 -1.931 0.1 -0.4 0.0
H -3.240 -2.555 -0.695 -0.2 0.1 -0.4
H -2.418 -2.260 -2.242 -0.5 0.1 0.4
C -3.042 1.186 -2.711 -0.5 0.3 0.4
H -4.034 1.579 -2.410 0.4 -0.3 -0.1
H -3.184 0.349 -3.417 -0.1 0.6 0.5
H -2.532 2.017 -3.200 -0.2 -0.2 0.0
C 1.326 0.395 -2.136 1.7 1.7 -1.6
C 0.145 1.314 -2.430 2.3 1.5 -1.9
C -0.240 1.500 -3.908 0.1 0.6 0.4
C -0.898 0.319 -4.622 -0.5 -0.4 0.0
C -1.001 -0.907 -3.715 0.2 -0.8 -1.5
C 0.116 -1.596 -3.268 -0.6 -0.1 -1.4
C 1.465 -1.345 -3.942 -0.2 0.1 0.2
C 2.084 -0.145 -3.287 1.2 0.9 -0.2
H 0.726 1.748 -4.371 -0.5 0.3 -0.3
H -0.342 0.087 -5.554 -0.2 -0.2 0.5
H -0.919 2.364 -3.963 0.7 -0.1 -0.3
H 2.149 0.724 -3.941 0.6 -0.4 -0.6
H 2.038 0.919 -1.508 -0.2 -0.3 0.5
H 0.263 2.325 -1.995 -0.2 -0.9 0.1
H 3.090 -0.352 -2.926 0.2 -0.1 -0.3
H 2.134 -2.207 -3.851 -0.4 0.0 -0.1
H -0.013 -2.579 -2.810 -0.3 0.1 -0.2
H 1.330 -1.141 -5.007 -0.2 -0.3 0.1
H -1.930 0.576 -4.942 0.9 -0.1 0.1
H -1.970 -1.451 -3.853 0.8 0.6 1.1
P 1.577 2.068 0.418 0.1 0.3 -0.7
C 1.256 2.937 1.971 0.1 0.2 0.4
H 2.168 3.499 2.247 -0.5 -0.2 0.1
H 1.019 2.206 2.764 0.1 0.5 -0.4
H 0.403 3.631 1.853 0.5 -0.3 0.1
C 3.179 1.207 0.737 0.3 0.2 0.2
H 3.892 1.924 1.187 -0.2 -0.5 -0.2
H 3.612 0.804 -0.200 -0.2 0.3 0.5
H 2.980 0.366 1.430 0.4 0.6 -0.4
C 2.058 3.439 -0.688 0.4 0.5 0.1
H 2.254 3.100 -1.713 0.0 0.0 0.3
H 2.958 3.926 -0.292 -0.1 0.1 -0.2
H 1.253 4.185 -0.723 0.2 -0.2 0.0
P 0.706 -2.490 0.009 1.4 -0.1 0.3
C -0.367 -3.834 -0.556 -0.5 -0.1 -0.2
H 0.255 -4.694 -0.812 0.1 0.0 0.0
H -0.972 -3.560 -1.420 0.0 -0.2 0.2
H -1.020 -4.119 0.278 0.1 0.1 -0.3
C 2.293 -2.543 -0.909 0.0 0.1 -0.3
H 2.127 -2.276 -1.960 0.2 -0.2 0.6
H 2.709 -3.566 -0.853 -0.2 0.4 0.1
H 3.008 -1.819 -0.474 -0.4 -0.3 -0.1
C 1.196 -3.149 1.618 0.1 0.1 0.9
H 1.886 -4.009 1.499 -0.5 0.3 -0.2
H 0.286 -3.481 2.156 0.6 0.3 -0.1
H 1.721 -2.362 2.184 -0.3 -0.6 -0.2
C 2.077 -1.245 5.003 0.2 0.0 -1.1
Si 0.670 -0.326 4.077 -0.6 0.5 2.6
C -0.895 -1.167 4.817 0.1 0.0 -0.8
C 0.643 1.388 4.969 0.1 -0.3 -0.7
C 0.676 -0.210 2.164 -0.3 -0.9 -3.7
C 0.567 -0.211 0.856 -0.6 -1.0 3.2
H 2.022 -1.210 6.114 -0.4 0.2 -0.8
H 3.036 -0.795 4.698 -0.1 -0.4 0.2
H 2.045 -2.304 4.698 0.3 0.3 0.2
H -0.807 -1.108 5.916 0.1 0.0 -0.5
H -1.845 -0.680 4.534 0.4 -0.3 0.1
H -0.910 -2.234 4.534 -0.3 0.3 0.2
H 1.542 1.982 4.731 -0.5 -0.1 0.2
H -0.280 1.973 4.797 0.5 -0.1 0.0
H 0.682 1.141 6.040 0.0 0.0 -0.3
```
Positions in Å, forces in eV/Å.

---

2.
Below is a molecular structure, C29H29ClPSn in a non-equilibrium geometry, with properties calculated with ωB97M-V/def2-TZVPD.

Computed properties:
Frontier orbital gap (spin up / spin down) in eV: 5.6 / 6.1
Lowest unoccupied orbital energy (spin up / spin down) in eV: -3.437 / -3.362
E in hartree: -2137.6364
Energy relative to the best compared isomer or geometry (same formula, charge and spin) in kcal/mol: 215.6
Charge: +1
Max |F| in hartree/bohr: 0.174

```
61
Properties=species:S:1:pos:R:3:forces:R:3
C -1.089 -1.366 2.078 -0.4 -5.1 -1.5
C -0.933 -1.999 0.810 -0.6 -1.8 0.4
C 0.475 -2.218 0.583 -0.1 -1.1 0.4
H -1.735 -2.274 0.161 -0.2 -0.1 -0.3
C 1.187 -1.705 1.710 1.4 -3.5 -3.2
C 0.236 -1.365 2.609 -3.2 0.0 -1.0
H 0.575 -0.834 3.571 1.8 -1.2 4.4
H -1.986 -0.992 2.503 -0.4 0.0 0.3
H 0.917 -2.683 -0.272 0.0 -0.3 -0.4
H 2.241 -1.640 1.811 0.6 0.2 0.0
Sn 0.074 0.000 0.618 -0.4 4.9 -0.5
Cl 1.997 1.321 0.797 1.6 0.8 -0.3
P 0.082 0.266 -1.639 0.1 0.1 -5.5
C 1.315 -0.781 -2.486 0.2 -0.2 0.0
C 1.017 -1.487 -3.653 -0.1 -0.1 0.1
H 0.016 -1.464 -4.061 0.0 0.0 0.0
C 2.002 -2.225 -4.299 0.0 0.0 0.0
H 1.754 -2.773 -5.200 0.0 0.0 0.0
C 3.294 -2.258 -3.794 0.0 0.0 0.0
H 4.061 -2.834 -4.300 0.0 0.0 0.0
C 3.601 -1.544 -2.642 0.0 0.0 0.0
H 4.610 -1.556 -2.248 0.0 0.0 0.0
C 2.621 -0.812 -1.990 -0.1 0.0 0.1
H 2.864 -0.249 -1.098 0.1 0.0 0.0
C -1.520 -0.207 -2.354 -0.3 0.0 0.3
C -1.981 -1.524 -2.269 0.0 0.0 -0.1
H -1.347 -2.294 -1.850 0.0 -0.1 -0.1
C -3.242 -1.859 -2.739 0.1 0.0 0.0
H -3.582 -2.886 -2.678 0.0 0.0 0.0
C -4.064 -0.881 -3.287 0.1 0.1 0.0
H -5.051 -1.142 -3.650 0.1 0.0 0.0
C -3.616 0.430 -3.364 -0.1 -0.1 0.0
H -4.253 1.198 -3.784 0.0 0.0 0.0
C -2.352 0.768 -2.902 0.1 0.0 0.1
H -2.011 1.793 -2.960 -0.1 0.0 0.0
C 0.407 1.922 -2.308 0.1 0.4 0.4
C 0.916 2.045 -3.601 0.0 -0.1 0.0
H 1.163 1.162 -4.176 0.0 0.0 0.0
C 1.120 3.299 -4.160 0.0 0.0 0.1
H 1.519 3.379 -5.163 0.0 0.0 0.0
C 0.823 4.443 -3.430 0.0 -0.1 0.0
H 0.985 5.422 -3.865 0.0 -0.1 0.0
C 0.319 4.326 -2.141 0.0 0.0 0.1
H 0.091 5.213 -1.564 0.0 0.0 0.0
C 0.112 3.075 -1.578 0.0 -0.2 -0.1
H -0.278 2.989 -0.575 0.0 0.1 0.1
C 0.954 -0.566 6.255 0.4 -0.1 -0.4
C -0.172 0.136 5.456 -1.2 0.9 2.6
C -1.532 -0.491 5.840 -0.4 -0.2 0.0
C -0.180 1.637 5.796 0.0 0.8 0.3
C -0.016 0.093 4.056 1.0 1.5 -3.7
C 0.037 0.124 2.649 0.4 4.1 8.0
H 0.803 -0.448 7.345 -0.1 0.0 -0.6
H 1.935 -0.131 5.986 -0.4 -0.2 0.2
H 0.975 -1.648 6.018 0.0 0.5 0.1
H -1.731 -0.375 6.923 0.2 -0.1 -0.5
H -2.347 -0.002 5.275 0.3 -0.2 0.3
H -1.536 -1.571 5.596 0.0 0.5 0.1
H 0.788 2.095 5.522 -0.4 -0.2 0.1
H -0.982 2.149 5.233 0.3 -0.1 0.3
H -0.353 1.798 6.879 0.1 -0.1 -0.5
```
Positions in Å, forces in eV/Å.

---

3.
Below is C3H9N3O in the gas phase in a non-equilibrium geometry, with properties calculated with ωB97M-V/def2-TZVPD.

Computed properties:
Frontier orbital gap in eV: 10.2
Lowest unoccupied orbital energy in eV: 0.861
E in hartree: -359.2148
Energy relative to the best compared isomer or geometry (same formula, charge and spin) in kcal/mol: 18.6
Charge: 0
Max |F| in hartree/bohr: 0.024
SMILES: CCN(N)C(N)=O

```
16
Properties=species:S:1:pos:R:3:forces:R:3
C -1.199 1.427 0.406 -0.2 0.2 0.2
C -0.253 0.913 -0.669 0.1 -0.2 0.3
N 0.052 -0.512 -0.519 0.1 -0.5 -0.2
N -0.619 -1.393 -1.419 0.5 -0.3 0.5
C 0.863 -1.088 0.448 -0.3 -0.8 -0.7
N 1.472 -0.241 1.315 0.5 0.9 0.6
O 1.028 -2.302 0.560 -0.6 0.4 -0.4
H -2.117 0.833 0.442 0.1 0.1 -0.1
H -0.738 1.389 1.397 -0.1 0.0 -0.1
H -1.468 2.468 0.203 0.0 -0.1 0.0
H 0.686 1.475 -0.640 0.0 0.1 -0.1
H -0.696 1.077 -1.659 0.2 -0.3 0.2
H -1.002 -2.151 -0.841 0.0 0.4 -0.2
H 0.114 -1.867 -1.956 -0.2 0.2 0.0
H 1.750 0.672 0.993 -0.1 0.0 0.1
H 2.125 -0.699 1.938 -0.1 0.1 -0.3
```
Positions in Å, forces in eV/Å.